--- P ---
Entry from OMol25: a 2-piece molecular cluster, C2H5N2O2 overall (the ωB97M-V functional and the def2-TZVPD basis).

Last column: natural (NBO) charge in e.
Geometry (Å):
H 0.33 -0.16 -0.28  0.454
H -1.33 -0.33 1.03  0.115
N -0.47 0.36 -0.71  -0.816
H 3.32 -1.05 -0.04  0.017
O 2.47 0.69 -0.04  -0.775
O 1.37 -1.08 0.80  -0.796
C 2.37 -0.51 0.29  0.616
H -0.50 1.21 -1.22  0.400
C -1.55 -0.03 -0.01  0.378
N -2.84 0.11 -0.25  -0.937
H -3.17 0.79 0.42  0.344

Computed properties:
Gap between HOMO and LUMO ... 8.59 eV
Charge ... -1

--- Q ---
Entry from OMol25: a 3-piece molecular cluster, C2H5N2O2 overall (the ωB97M-V functional and the def2-TZVPD basis).

Last column: natural (NBO) charge in e.
Geometry (Å):
C -1.37 0.07 0.79  0.389
N 1.39 -2.04 0.28  -0.275
C -0.86 -0.77 -0.02  -0.791
H 2.30 -0.34 0.46  0.306
H 0.03 2.42 -0.68  0.482
N 2.13 -1.11 -0.20  -0.385
H -1.53 2.39 -0.48  0.485
O -0.80 2.95 -0.60  -0.972
H -0.77 -1.16 -0.98  0.186
H 1.24 -2.82 -0.44  0.294
O -1.77 0.41 1.88  -0.720

Computed properties:
Gap between HOMO and LUMO ... 6.93 eV
Charge ... -1

Q: Which of them is the most stable? A: P.

--- P ---
Entry from OMol25: a 2-piece molecular cluster, C6H13O overall (the ωB97M-V functional and the def2-TZVPD basis).

Last column: natural (NBO) charge in e.
Geometry (Å):
H 0.75 -0.91 0.12  0.323
H -1.43 0.99 1.11  0.203
H 0.39 -1.55 3.71  0.176
H -0.11 0.19 4.08  0.173
O 1.08 0.46 -1.25  -0.970
H -0.73 -1.76 0.59  0.198
H 0.24 1.24 0.64  0.296
C 0.08 -0.57 3.34  -0.494
H -0.35 1.79 2.29  0.185
C -0.41 1.03 1.51  -0.683
C -0.05 -0.33 2.03  0.089
C 0.25 0.96 -2.20  -0.018
C 0.21 -1.37 0.99  -0.700
C -0.11 -0.08 -3.27  -0.636
H -0.71 0.35 -4.08  0.159
H 0.69 1.84 -2.73  0.078
H 0.79 -2.20 1.40  0.184
H -0.67 -0.90 -2.82  0.180
H -0.72 1.31 -1.76  0.071
H 0.81 -0.50 -3.69  0.186

Computed properties:
Gap between HOMO and LUMO ... 6.57 eV
Charge ... -1

--- Q ---
Entry from OMol25: a 2-piece molecular cluster, C6H13O overall (the ωB97M-V functional and the def2-TZVPD basis).

Last column: natural (NBO) charge in e.
Geometry (Å):
H -0.67 -1.00 -2.69  0.188
H -0.11 -1.68 3.53  0.180
H 0.68 -0.95 -0.01  0.328
C -0.15 -0.64 3.19  -0.519
C -0.44 -0.01 -3.13  -0.636
O 1.09 0.37 -1.24  -0.938
H 0.26 -0.14 -3.97  0.173
H 0.49 -2.30 1.30  0.179
C -0.18 -0.36 1.87  0.100
H -1.36 0.46 -3.56  0.164
H -1.28 0.95 0.76  0.208
H -0.21 0.18 3.89  0.178
H 0.42 1.23 0.52  0.305
H -0.56 1.77 2.05  0.186
H -0.77 1.38 -1.57  0.049
C -0.32 1.01 1.33  -0.699
C 0.04 -1.42 0.80  -0.713
H 0.49 1.84 -2.64  0.078
H -0.84 -1.75 0.31  0.199
C 0.18 0.94 -2.06  -0.009

Computed properties:
Gap between HOMO and LUMO ... 6.86 eV
Charge ... -1

--- R ---
Entry from OMol25: an isolated ion of composition C6H13O and charge -1 (the ωB97M-V functional and the def2-TZVPD basis).

Last column: natural (NBO) charge in e.
Geometry (Å):
H -2.29 1.80 -2.00  0.192
H -0.40 -1.18 1.71  0.224
O 3.49 -1.13 0.78  -0.959
H -0.60 2.01 -0.22  0.181
C -0.92 -0.49 1.07  -0.616
H -1.95 0.05 -2.17  0.195
C -1.94 0.90 -1.48  -0.606
H 1.50 0.77 1.21  0.173
H 1.74 -1.47 1.83  0.057
H 1.77 -2.05 0.13  0.054
H 0.19 1.40 -1.60  0.198
H -1.25 0.34 1.69  0.185
H -2.65 0.71 -0.69  0.196
C 2.15 -1.25 0.81  0.010
C -0.02 -0.08 -0.09  -0.228
H 2.13 0.41 -0.43  0.207
C -0.56 1.12 -0.86  -0.383
H -1.79 -1.01 0.72  0.185
C 1.43 0.09 0.35  -0.447
H 0.00 -0.93 -0.78  0.181

Computed properties:
Gap between HOMO and LUMO ... 5.74 eV
Charge ... -1

--- S ---
Entry from OMol25: an isolated ion of composition C6H13O and charge -1 (the ωB97M-V functional and the def2-TZVPD basis).

Last column: natural (NBO) charge in e.
Geometry (Å):
C 0.69 0.99 -1.34  -0.448
C -1.73 0.03 0.32  -0.584
O 0.33 2.27 0.95  -0.964
H -2.28 -0.80 -0.27  0.156
H -0.25 -1.02 -1.66  0.182
H -2.31 0.03 1.33  0.186
C 0.42 -0.52 -0.97  -0.411
H -1.78 0.96 -0.14  0.226
C -0.26 -1.90 1.07  -0.612
H 1.46 1.02 -2.17  0.174
H 1.43 -1.02 -1.04  0.182
H 2.11 2.65 -0.24  0.092
H 1.84 1.01 0.29  0.072
H -0.38 -2.70 0.33  0.188
H 0.63 -2.12 1.78  0.196
H 0.38 0.25 1.16  0.300
C 1.24 1.86 -0.04  -0.035
H -0.27 1.60 -1.68  0.180
H -1.08 -2.07 1.83  0.191
C -0.19 -0.52 0.51  -0.270

Computed properties:
Gap between HOMO and LUMO ... 6.38 eV
Charge ... -1

Q: Which of them is the most stable? A: R.

--- P ---
Entry from OMol25: an isolated ion of composition C2H4O3P and charge -1 (the ωB97M-V functional and the def2-TZVPD basis).

Last column: natural (NBO) charge in e.
Geometry (Å):
H 0.53 1.11 -0.44  0.271
P -1.84 -0.42 -0.14  1.755
H 2.02 0.24 0.05  0.210
H 0.40 0.31 1.16  0.247
O -2.08 1.06 -1.26  -1.151
O 0.22 -1.81 -1.01  -0.585
C -0.03 -0.79 -0.35  0.267
H -2.39 -1.57 -0.74  -0.142
C 0.88 0.31 0.10  -0.737
O -2.38 -0.23 1.23  -1.137

Computed properties:
Gap between HOMO and LUMO ... 8.13 eV
Charge ... -1

--- Q ---
Entry from OMol25: a 2-piece molecular cluster, C2H4O3P overall (the ωB97M-V functional and the def2-TZVPD basis).

Last column: natural (NBO) charge in e.
Geometry (Å):
P -1.01 -1.09 0.09  2.003
O -1.58 -2.43 -0.20  -1.180
H 1.29 -1.84 -0.08  0.218
H 0.78 -0.57 -1.38  0.200
O 0.90 3.58 0.95  -0.481
H 1.18 0.00 0.18  0.212
C 0.81 -0.80 -0.35  -1.002
H -1.64 -0.20 -0.71  -0.246
O -1.23 -0.58 1.53  -1.205
C 0.52 3.92 -0.03  0.481

Computed properties:
Gap between HOMO and LUMO ... 7.79 eV
Charge ... -1

Q: Which of them is the most stable? A: Q.

--- P ---
Entry from OMol25: an isolated ion of composition C12H15N2O and charge +1 (the ωB97M-V functional and the def2-TZVPD basis).

Last column: natural (NBO) charge in e.
Geometry (Å):
H -3.10 -1.36 0.96  0.265
C -1.04 0.78 -1.76  -0.650
H -2.68 1.51 0.48  0.230
C 3.71 0.66 0.27  -0.154
O 1.29 -2.96 0.22  -0.537
N -1.36 0.01 0.74  -0.411
H -1.19 -2.68 0.74  0.221
H -1.24 1.92 -1.58  0.237
C 2.91 1.82 0.02  -0.178
N -0.27 -1.66 -0.76  -0.392
H 4.78 0.81 0.31  0.235
H -2.99 -0.58 -0.44  0.232
C 1.56 1.70 -0.10  -0.198
C 0.92 -1.91 -0.17  0.624
H -0.77 -0.42 1.58  0.455
C -2.26 -1.00 0.31  -0.264
H 3.59 -1.47 0.37  0.237
C -0.44 0.14 -0.45  0.399
C -1.50 -2.20 -0.20  -0.247
H -2.60 0.91 2.09  0.239
C 0.97 0.52 -0.18  -0.160
C -2.00 1.20 1.28  -0.406
C 1.75 -0.66 0.00  -0.098
H -1.25 1.96 1.59  0.251
H 1.02 2.66 -0.05  0.225
H -2.10 -2.70 -0.93  0.251
H -0.38 0.57 -2.61  0.279
H 3.57 2.69 -0.03  0.244
H -2.01 0.34 -1.88  0.219
C 3.11 -0.61 0.16  -0.147

Computed properties:
Gap between HOMO and LUMO ... 9.80 eV
Charge ... +1

--- Q ---
Entry from OMol25: an isolated ion of composition C12H15N2O and charge +1 (the ωB97M-V functional and the def2-TZVPD basis).

Last column: natural (NBO) charge in e.
Geometry (Å):
C 1.14 -1.60 -1.79  -0.425
C -0.43 0.91 0.22  -0.201
C -1.81 0.94 0.03  -0.207
H 0.23 4.32 0.22  0.262
N -0.02 -1.18 -1.01  -0.406
H -0.24 -3.14 1.72  0.256
O 2.63 2.46 1.08  -0.518
C 0.29 -2.64 0.93  -0.386
H 1.37 -0.54 -2.09  0.257
C 0.23 -0.34 0.23  0.495
C 0.49 -1.17 1.37  -0.568
H -3.61 2.11 -0.13  0.243
H 1.24 -3.18 0.57  0.231
H 1.48 -1.05 1.85  0.284
C -2.56 2.14 -0.01  -0.171
H -0.62 -0.67 -1.56  0.440
C -1.77 3.30 0.04  -0.170
H -0.20 -0.98 2.20  0.268
H 1.15 -2.23 -2.69  0.267
H -2.21 4.27 0.19  0.237
C -0.61 -2.39 -0.41  -0.254
H -2.37 0.02 0.03  0.205
N 2.16 0.70 -0.15  -0.573
H 2.80 0.19 0.46  0.368
H -1.69 -2.26 -0.11  0.234
H 1.83 -2.02 -1.08  0.223
H -0.74 -3.19 -1.18  0.252
C 1.79 1.82 0.51  0.574
C -0.32 3.30 0.18  -0.127
C 0.38 2.09 0.36  -0.091

Computed properties:
Gap between HOMO and LUMO (spin up / spin down) ... 8.10 / 8.10 eV
Charge ... +1

Q: Which of them is the most stable? A: P.

--- P ---
Entry from OMol25: C4H14NO as an isolated structure (the ωB97M-V functional and the def2-TZVPD basis).

Last column: natural (NBO) charge in e.
Geometry (Å):
N 0.12 1.35 1.76  -0.493
H -0.41 -0.02 -2.14  0.282
C 0.61 -2.09 -0.62  -0.605
O 2.00 0.14 0.82  -0.654
H 1.59 -1.66 -0.47  0.231
H 0.26 2.34 1.64  0.394
C -1.56 1.18 -0.77  -0.551
H 0.50 -2.46 -1.69  0.244
H 0.53 -2.96 -0.01  0.230
H 1.14 0.78 1.35  0.382
H -0.08 1.09 2.73  0.404
H 0.58 0.69 -0.85  0.232
H -1.39 2.20 -1.22  0.244
H -1.48 1.37 0.35  0.237
C -0.50 -1.07 -0.28  -0.375
H -0.27 -0.76 0.72  0.238
H -1.55 -1.50 -0.34  0.239
H -2.56 0.80 -1.07  0.256
H 2.85 0.34 1.18  0.487
C -0.39 0.23 -1.11  -0.421

Computed properties:
Gap between HOMO and LUMO ... 5.09 eV
Charge ... +1

--- Q ---
Entry from OMol25: a 2-piece molecular cluster, C4H14NO overall (the ωB97M-V functional and the def2-TZVPD basis).

Last column: natural (NBO) charge in e.
Geometry (Å):
H 0.05 -0.79 2.14  0.171
H -2.69 0.31 -0.10  0.235
H -1.75 0.99 -1.45  0.233
H 0.75 0.94 -1.06  0.252
C -1.81 0.95 -0.35  -0.636
O 1.14 -0.83 -2.40  -0.973
H 1.93 -0.86 -0.60  0.474
H -1.67 -0.68 2.23  0.249
H 0.92 -1.77 -2.27  0.480
N 1.76 -0.38 0.30  -0.722
H 0.79 1.57 0.71  0.226
H 2.47 0.23 0.75  0.451
H -2.00 1.80 0.27  0.240
C -0.72 -0.02 0.21  -0.224
H -0.73 0.85 2.23  0.217
C 0.64 0.67 -0.02  -0.208
H 1.57 -0.97 1.10  0.433
C -0.80 -0.18 1.79  -0.614
H -0.64 -1.06 -0.19  0.208
H 0.81 -0.76 -3.31  0.509

Computed properties:
Gap between HOMO and LUMO ... 12.02 eV
Charge ... +1

Q: Which of them is the most stable? A: Q.

--- P ---
Entry from OMol25: a 8-piece molecular cluster, C8H32O8 overall (the ωB97M-V functional and the def2-TZVPD basis).

Last column: natural (NBO) charge in e.
Geometry (Å):
H 19.63 41.20 12.92  0.468
H 17.72 42.46 17.32  0.179
C 12.71 43.72 19.25  -0.272
O 15.69 43.74 22.04  -0.746
O 15.60 42.40 17.59  -0.748
H 18.50 43.44 13.72  0.154
H 15.91 41.92 21.67  0.488
O 15.84 45.84 17.78  -0.772
C 16.75 43.06 17.18  -0.230
C 15.30 44.51 12.68  -0.257
H 17.02 41.45 19.90  0.169
O 15.16 45.94 12.82  -0.724
H 14.06 44.96 17.25  0.227
H 15.11 44.47 22.32  0.482
C 18.66 44.46 17.45  -0.335
H 14.45 46.26 16.21  0.151
H 16.66 45.51 17.26  0.490
H 16.56 42.90 15.98  0.170
H 11.57 43.59 19.37  0.186
H 16.13 44.12 12.19  0.173
C 16.60 44.41 21.05  -0.292
H 14.89 42.98 17.54  0.483
H 15.33 44.21 13.74  0.175
C 18.65 42.38 14.10  -0.263
H 19.88 44.43 17.21  0.176
C 14.84 45.52 16.86  -0.296
C 16.52 40.63 20.47  -0.268
O 19.86 41.67 13.76  -0.710
H 18.47 45.58 15.79  0.505
H 13.16 42.79 19.53  0.203
H 17.51 44.94 21.64  0.163
H 17.34 39.82 20.57  0.165
O 13.24 43.94 17.85  -0.750
H 17.18 43.73 20.33  0.192
H 16.77 44.02 17.57  0.187
O 15.97 40.98 21.76  -0.734
H 18.60 44.83 18.47  0.185
H 16.21 45.31 20.56  0.209
H 14.43 46.23 12.32  0.464
H 18.36 42.33 15.00  0.178
H 14.39 44.08 12.42  0.169
H 15.68 40.01 19.85  0.169
H 15.27 44.70 16.27  0.131
H 18.26 43.37 17.64  0.203
H 17.79 41.92 13.88  0.172
H 12.97 44.53 19.99  0.190
O 17.90 44.91 16.32  -0.754
H 12.46 43.99 17.22  0.493

Computed properties:
Gap between HOMO and LUMO ... 9.45 eV

--- Q ---
Entry from OMol25: a 8-piece molecular cluster, C8H32O8 overall (the ωB97M-V functional and the def2-TZVPD basis).

Last column: natural (NBO) charge in e.
Geometry (Å):
O 0.32 1.28 0.85  -0.743
H 0.82 -1.37 4.04  0.461
H 1.94 -0.67 -2.87  0.158
H -0.38 -1.32 -0.04  0.143
O 0.77 -2.96 0.01  -0.733
C 0.37 -1.75 0.53  -0.222
O 0.22 2.42 -4.62  -0.709
H -1.40 1.29 -4.13  0.157
C -3.27 1.00 3.21  -0.261
C 1.76 -1.68 -3.12  -0.260
H -0.95 2.26 -2.91  0.178
H -4.17 1.29 0.08  0.170
H -3.01 1.89 -1.19  0.166
C -0.55 1.70 -3.68  -0.249
H 0.80 0.72 4.72  0.156
O -2.26 0.46 0.06  -0.737
H 0.46 2.13 -1.12  0.160
C 3.88 -1.05 -0.66  -0.252
H 1.99 1.49 -0.34  0.185
O 3.46 -2.33 -0.37  -0.726
O 0.44 -2.14 -2.72  -0.743
C 0.90 1.39 -0.44  -0.256
H -2.81 2.48 0.37  0.191
H 4.18 -0.51 0.24  0.167
O 0.02 -1.11 4.50  -0.714
H 1.19 -2.95 -0.83  0.479
H -3.42 0.00 4.77  0.464
H -0.58 0.97 0.73  0.492
H 0.77 0.49 -1.10  0.145
H 2.52 -2.24 -2.56  0.203
H -2.26 0.60 3.00  0.173
H 2.94 -0.51 -0.99  0.175
H -0.05 0.89 -3.14  0.154
H 4.64 -0.98 -1.40  0.163
H 4.14 -2.85 0.05  0.474
C -3.05 1.61 -0.14  -0.252
H 1.23 -1.10 0.52  0.152
O -3.72 0.88 4.54  -0.710
H -3.92 0.55 2.49  0.161
H 0.18 -1.97 1.54  0.179
H -0.15 0.51 3.29  0.171
H -3.16 2.08 3.04  0.172
H -0.24 -1.81 -3.31  0.470
H 1.86 -1.82 -4.17  0.171
H -0.94 0.60 4.91  0.173
H -2.15 0.04 -0.80  0.482
C -0.06 0.25 4.30  -0.245
H 0.72 1.83 -5.14  0.467

Computed properties:
Gap between HOMO and LUMO ... 9.55 eV

Q: Which of them is the most stable? A: Q.